# 1
{
  "formula": "C28H79N7O8",
  "method": "the ωB97M-V functional and the def2-TZVPD basis",
  "elements": ["H", "H", "O", "O", "H", "C", "H", "H", "H", "C", "H", "H", "H", "O", "H", "H", "C", "H", "H", "H", "H", "C", "H", "H", "C", "H", "C", "H", "H", "C", "H", "H", "H", "N", "H", "C", "H", "H", "H", "H", "H", "H", "C", "H", "H", "O", "H", "H", "C", "N", "H", "C", "C", "N", "H", "H", "H", "N", "H", "H", "H", "O", "H", "H", "H", "C", "H", "H", "C", "H", "H", "O", "H", "H", "N", "N", "C", "H", "H", "H", "C", "H", "H", "H", "H", "H", "H", "C", "H", "C", "H", "H", "H", "H", "H", "C", "H", "N", "H", "H", "H", "C", "H", "C", "H", "O", "H", "H", "H", "H", "H", "C", "H", "O", "C", "C", "H", "C", "C", "H", "C", "C"],
  "coordinates": [[0.20873, -20.35939, -10.61795], [-2.86971, -23.41301, -17.29967], [2.73668, -20.77184, -20.91233], [1.38365, -13.36820, -20.12326], [-3.45188, -17.67772, -20.98833], [3.14863, -20.16348, -19.68747], [-5.14602, -13.61576, -15.86743], [-3.22825, -12.40479, -16.16467], [-2.10384, -22.83893, -13.86336], [0.77305, -20.25019, -15.57537], [-0.65394, -23.22040, -18.57668], [-2.87323, -22.90596, -19.75653], [-0.23028, -20.08936, -15.96978], [-0.93543, -17.84741, -17.92271], [-0.70040, -16.96907, -18.22189], [-4.24444, -12.87946, -18.27761], [0.88622, -21.32971, -14.48011], [1.07188, -14.20684, -22.00077], [-0.99098, -20.93935, -13.17356], [-4.15768, -19.19822, -23.31649], [-2.83181, -17.38013, -13.57657], [-3.21385, -13.44668, -16.48462], [-4.12511, -14.32451, -14.88911], [-2.44261, -17.82191, -16.98079], [3.29466, -20.15984, -22.14380], [1.16057, -16.09538, -20.19362], [1.40347, -11.96369, -20.34353], [0.59874, -19.34930, -20.29848], [-1.93251, -14.16966, -14.92556], [-3.29391, -13.33731, -18.00383], [-7.84444, -18.13768, -21.83515], [-0.94230, -19.32155, -11.40390], [-0.82167, -17.24041, -20.55566], [-0.60883, -22.24070, -18.33536], [-6.22662, -21.43756, -14.33748], [-2.34484, -12.19124, -19.84764], [2.76518, -19.24460, -22.40853], [-1.78241, -15.87895, -21.05940], [-5.80432, -21.40164, -12.69862], [-6.57607, -19.94521, -13.38969], [-5.41418, -17.40859, -22.03404], [-2.33644, -16.60414, -14.99710], [0.12422, -19.53073, -11.32098], [1.09236, -19.26510, -15.23518], [1.93741, -21.22645, -14.21096], [-2.28728, -12.48688, -18.43454], [-1.59309, -14.90329, -16.52035], [1.60835, -11.82491, -21.40507], [-3.30723, -18.60370, -15.31180], [0.47712, -22.66620, -15.01593], [1.94848, -17.62130, -17.88677], [-2.75882, -22.66445, -14.71698], [-4.67119, -19.32702, -15.04142], [-5.02225, -18.73778, -23.56268], [3.05708, -20.87735, -22.92919], [-0.47887, -22.55050, -15.32057], [-3.46102, -19.06289, -17.18590], [0.88049, -19.29558, -19.33006], [-5.49060, -19.41366, -24.14912], [-2.27930, -13.17133, -20.32011], [-5.98847, -18.95507, -20.29848], [-4.68416, -20.02284, -13.76034], [0.25777, -21.84312, -12.51085], [2.99178, -20.99326, -18.99830], [-2.20798, -21.34910, -20.33949], [0.28571, -15.46177, -20.33945], [4.34946, -19.88728, -22.17845], [-3.96638, -18.14749, -19.46745], [2.28188, -18.97738, -19.30478], [4.21477, -19.95133, -19.76762], [0.42852, -11.55802, -20.07333], [0.67933, -19.85898, -12.58577], [0.32520, -23.24561, -14.20271], [-1.09927, -14.46124, -19.25402], [-3.35905, -18.16622, -16.73239], [-4.30863, -14.18044, -15.87179], [0.09752, -20.99643, -13.17834], [-1.54690, -11.51750, -20.15984], [-0.34623, -22.34891, -17.36612], [-0.22581, -18.40655, -18.23899], [-3.45092, -18.55263, -20.33823], [-0.52476, -16.44650, -22.06989], [2.35355, -18.21700, -20.08245], [-3.36955, -21.93932, -14.17911], [-4.76484, -20.07494, -15.82878], [0.56758, -18.69164, -10.78481], [2.52826, -19.11625, -17.12478], [-0.76088, -16.25742, -21.02270], [-3.29067, -11.78455, -20.20558], [-2.71556, -22.36818, -17.03012], [1.52002, -20.51903, -16.32227], [-3.66481, -21.84106, -16.93436], [0.26278, -14.45218, -18.60419], [-1.81147, -20.67991, -17.89390], [-3.74398, -21.53593, -19.42560], [2.67501, -18.43061, -17.95933], [-5.96133, -20.26750, -21.51575], [-0.34183, -15.10636, -19.08021], [-0.33102, -13.54477, -21.27653], [2.09027, -11.55452, -19.60259], [-1.05271, -13.36663, -16.01453], [-2.70594, -21.85668, -19.51336], [-2.45746, -19.25345, -15.10254], [-5.50329, -19.33033, -21.19952], [0.67687, -20.19198, -18.91161], [-1.98383, -22.17431, -15.77658], [-7.39348, -17.36602, -23.33009], [-2.43676, -18.86701, -20.09175], [-5.52261, -18.64970, -15.10803], [-3.32549, -23.57803, -14.89692], [3.68325, -18.01911, -18.00657], [-1.95951, -21.71526, -18.20088], [-3.36928, -14.27591, -18.55286], [-4.16261, -19.63995, -20.91156], [-3.15702, -17.20283, -14.60171], [-1.93493, -14.00669, -16.00331], [-7.51427, -19.04055, -23.42415], [-5.86543, -20.75149, -13.57136], [0.57219, -14.10607, -21.03732], [-4.08909, -16.63861, -14.63356], [-7.22527, -18.25644, -22.72434], [-5.79336, -18.35639, -22.41614]],
  "forces_ev_per_angstrom": [[0.1, -0.4, 0.0], [0.0, -0.3, 0.6], [1.2, 1.0, -1.9], [0.0, -0.2, -0.1], [0.4, -0.1, -0.5], [-0.3, -0.9, -0.9], [-0.3, 0.1, -0.3], [0.0, 0.4, 0.1], [0.6, -0.7, -0.2], [0.2, -0.1, 0.4], [-0.1, -0.4, -0.7], [0.6, -0.3, -0.1], [0.0, -0.4, -0.3], [-0.6, 0.2, 0.7], [0.1, 0.9, -0.2], [-0.5, 0.3, 0.2], [-1.4, 0.9, -0.2], [0.4, -0.2, -0.2], [-0.3, 0.5, -0.9], [0.2, 0.2, 0.3], [-0.4, 0.1, 0.4], [0.0, 0.9, 0.0], [0.3, -0.2, 0.0], [0.1, -0.1, -0.2], [-1.5, -0.5, 0.8], [0.2, 0.4, 0.1], [-0.6, -1.1, 0.4], [-0.3, -0.3, 0.0], [-0.6, -0.5, 0.1], [-1.6, 0.0, 0.0], [-0.1, -0.4, -0.1], [-0.2, 0.1, -0.2], [-0.1, 0.0, 0.1], [0.2, -0.3, 0.7], [0.4, 0.3, -0.8], [-0.4, -1.1, 0.8], [-0.3, 0.2, 0.2], [0.1, 0.6, 0.4], [0.4, 0.4, 0.3], [-1.0, -0.6, 0.1], [-0.1, 0.5, -0.3], [-0.2, -0.2, -0.5], [-0.6, -0.6, 0.1], [0.0, -0.1, 0.5], [0.1, -0.9, 0.3], [1.1, 1.2, -1.1], [-0.4, -0.3, 0.1], [0.4, 0.8, 0.1], [-1.2, 2.8, -0.1], [1.0, 1.0, 0.9], [0.3, 0.3, 0.8], [0.2, 0.0, 2.2], [1.4, -0.3, 0.9], [0.5, -0.1, -1.0], [0.2, 0.0, 0.1], [0.2, 0.2, -0.5], [0.1, 0.0, -1.1], [-0.6, -0.2, -0.1], [-0.4, 0.0, 0.0], [0.3, 0.1, -0.7], [-0.2, 0.1, 0.2], [1.2, -0.1, -1.3], [0.3, -0.5, 0.3], [0.1, 0.2, 0.5], [-0.1, -0.1, 0.1], [-1.4, 1.9, -0.2], [0.2, -0.5, 0.7], [0.0, -0.4, 0.6], [0.7, -0.8, -0.4], [0.1, 0.3, 0.3], [-0.1, 0.2, -0.3], [0.2, 1.0, 0.5], [0.5, -0.6, 0.3], [-0.6, -0.3, -0.3], [-0.9, -1.5, 1.0], [-0.6, -0.1, -0.4], [1.0, -0.4, 0.3], [0.0, -0.3, 0.4], [1.1, 0.3, 0.3], [0.7, -0.5, -0.6], [-0.5, 0.4, -0.1], [0.2, -0.1, -0.2], [0.6, 0.3, 0.1], [-0.7, 0.6, -1.0], [-0.2, -0.2, -0.2], [0.5, 0.2, -0.8], [0.2, 0.1, -0.3], [-0.4, -1.6, -1.7], [-0.3, 0.3, 0.5], [0.5, 1.2, -0.4], [-0.5, -0.2, -0.4], [-0.3, -0.2, 0.1], [0.6, -0.2, 0.5], [-0.3, 0.4, -0.3], [0.2, 0.7, -0.1], [-0.4, 1.0, -0.5], [-0.1, -0.3, 0.3], [0.5, 0.0, 1.6], [-0.5, -0.2, 0.3], [0.4, 0.1, -0.6], [-0.2, 0.7, -0.8], [-0.8, -0.2, 0.5], [0.0, -0.2, 0.2], [-0.9, -0.1, -1.0], [0.0, -0.6, 0.1], [-2.1, -0.4, -1.8], [0.0, 0.3, 0.1], [-0.2, 0.0, 0.0], [0.0, 0.2, 0.0], [0.1, 0.0, -0.4], [0.0, -0.1, 0.3], [0.0, -0.1, 0.3], [0.7, -0.6, 0.1], [0.2, 0.5, -0.5], [0.4, -1.7, 1.1], [2.2, -0.6, 0.7], [-0.4, -0.5, 0.6], [-0.6, 0.8, 0.8], [1.1, -0.3, 0.1], [0.1, -0.1, -0.1], [-0.9, 0.8, -0.9], [2.3, -0.7, 2.3]],
  "lumo_ha": 0.0249,
  "total_charge": 0,
  "homo_lumo_gap_ev": 9.3,
  "de_lowest_kcal_mol": 52.8,
  "total_energy_ev": -57122.154
}

# 2
{
  "formula": "C6H15N",
  "method": "the ωB97M-V functional and the def2-TZVPD basis",
  "elements": ["H", "H", "H", "H", "H", "H", "H", "C", "C", "C", "C", "H", "H", "C", "H", "H", "N", "H", "H", "H", "C", "H"],
  "coordinates": [[-2.89747, 0.17455, -1.77338], [0.95142, -1.62891, -1.22067], [2.34022, -0.86726, 2.00890], [-2.58601, -1.13314, -0.66843], [1.36396, -2.07390, 1.11548], [-3.49541, 0.29067, -0.11551], [0.58140, 2.13216, 1.06267], [-1.33397, 0.56861, -0.25608], [1.78424, -1.07056, 1.09667], [0.67702, -0.02971, 0.95168], [1.29101, 1.37036, 0.75379], [2.13889, 1.51133, 1.43369], [-1.50871, 1.11259, 0.67717], [-2.66595, -0.04296, -0.72899], [0.13336, -0.00581, 1.89927], [-1.08428, 1.42273, -0.91030], [-0.28789, -0.40557, -0.07854], [2.46800, -1.00079, 0.24334], [1.63143, 1.58064, -0.25991], [-0.54812, -1.12544, -1.99415], [0.27570, -0.80209, -1.35787], [0.77117, 0.02252, -1.87881]],
  "forces_ev_per_angstrom": [[0.0, 0.2, 0.1], [0.3, -0.3, -0.1], [0.1, -0.1, 0.0], [-0.1, 0.1, 0.2], [0.0, -0.1, 0.1], [-0.1, 0.0, 0.0], [-0.2, 0.2, -0.3], [-0.9, 0.9, 0.2], [-0.2, 0.2, -0.5], [0.5, 0.3, -0.1], [0.1, 0.1, 0.6], [0.0, -0.1, -0.2], [0.0, -0.5, 0.3], [0.4, -0.4, -0.3], [-0.2, 0.0, 0.0], [0.4, -0.3, -0.3], [0.1, -0.1, 0.0], [0.1, -0.1, 0.2], [0.0, -0.1, -0.1], [0.0, -0.1, -0.1], [-0.6, 0.3, 0.2], [0.3, 0.1, -0.1]],
  "lumo_ha": 0.0413,
  "total_charge": 0,
  "homo_lumo_gap_ev": 9.4,
  "de_lowest_kcal_mol": 18.7,
  "total_energy_ev": -7954.954
}